{
  "formula": "C24H50F6N3O4P2ReS2Si4",
  "method": "ωB97M-V with the def2-TZVPD basis set",
  "elements": ["Re", "F", "C", "F", "F", "S", "O", "O", "N", "S", "O", "O", "C", "F", "F", "F", "C", "P", "C", "C", "C", "P", "C", "C", "H", "H", "H", "H", "H", "H", "H", "H", "H", "H", "H", "H", "H", "H", "H", "H", "C", "Si", "C", "C", "Si", "Si", "C", "C", "C", "Si", "C", "C", "C", "H", "H", "H", "H", "H", "H", "H", "H", "H", "H", "H", "H", "H", "H", "H", "H", "H", "H", "H", "H", "H", "H", "H", "H", "H", "H", "H", "C", "H", "H", "H", "N", "C", "C", "C", "C", "N", "C", "C", "H", "H", "H", "H"],
  "coordinates": [[0.597, -1.288, 0.238], [-0.457, -2.819, 4.868], [-1.241, -3.466, 4.015], [-2.503, -3.108, 4.192], [-1.100, -4.769, 4.154], [-0.704, -2.964, 2.324], [-0.908, -1.517, 2.217], [0.695, -3.295, 2.140], [-1.679, -3.792, 1.421], [-1.423, -3.690, -0.117], [-1.092, -2.270, -0.503], [-0.565, -4.676, -0.675], [-3.111, -3.901, -0.840], [-3.030, -3.618, -2.128], [-3.470, -5.159, -0.667], [-3.968, -3.090, -0.247], [-4.749, 1.429, 1.171], [-3.582, 0.051, 1.527], [-4.805, -1.210, 2.075], [-3.019, 0.576, 3.213], [-2.049, 1.758, 3.227], [-0.325, 1.443, 2.635], [0.394, 0.636, 4.123], [0.307, 3.150, 2.905], [-4.202, 2.359, 1.012], [-5.466, 1.572, 1.982], [-5.295, 1.211, 0.252], [-5.435, -0.829, 2.882], [-4.295, -2.110, 2.421], [-5.444, -1.489, 1.237], [-2.575, -0.291, 3.706], [-3.909, 0.841, 3.792], [-1.960, 2.155, 4.243], [-2.445, 2.575, 2.617], [0.222, 1.230, 5.023], [1.473, 0.512, 3.995], [-0.044, -0.351, 4.260], [0.050, 3.506, 3.904], [-0.126, 3.829, 2.169], [1.393, 3.181, 2.801], [3.198, -1.094, -3.810], [2.845, 0.395, -2.724], [2.907, 1.888, -3.857], [4.243, 0.611, -1.487], [0.665, 0.270, -1.758], [-0.125, 2.495, -1.410], [-1.747, 2.608, -0.490], [-0.453, 3.256, -3.092], [1.183, 3.562, -0.574], [-0.754, -0.696, -3.418], [-2.539, -0.441, -2.905], [-0.436, 0.194, -5.041], [-0.385, -2.500, -3.783], [4.229, -1.015, -4.169], [2.549, -1.088, -4.687], [3.093, -2.061, -3.320], [3.890, 1.908, -4.337], [2.783, 2.831, -3.321], [2.157, 1.837, -4.647], [5.183, 0.637, -2.046], [4.326, -0.189, -0.748], [4.157, 1.563, -0.958], [-2.560, 2.210, -1.100], [-1.968, 3.660, -0.281], [-1.737, 2.054, 0.447], [-1.307, 2.784, -3.579], [0.395, 3.237, -3.774], [-0.720, 4.304, -2.920], [1.265, 3.389, 0.500], [0.900, 4.611, -0.701], [2.169, 3.435, -1.027], [-2.826, 0.604, -3.052], [-2.711, -0.682, -1.854], [-3.206, -1.053, -3.517], [-0.514, 1.277, -4.973], [-1.178, -0.147, -5.770], [0.549, -0.052, -5.441], [-0.410, -3.173, -2.928], [0.594, -2.597, -4.258], [-1.129, -2.856, -4.503], [1.911, -2.480, -0.843], [2.884, -2.017, -1.002], [1.492, -2.756, -1.810], [2.036, -3.394, -0.249], [6.356, 1.429, 4.142], [5.483, 1.017, 3.521], [4.386, 0.499, 2.750], [4.117, -0.866, 2.732], [3.050, -1.323, 1.991], [2.258, -0.493, 1.286], [2.533, 0.821, 1.290], [3.579, 1.354, 2.010], [4.729, -1.563, 3.288], [2.804, -2.374, 1.962], [1.887, 1.446, 0.695], [3.768, 2.418, 1.983]],
  "forces_ev_per_a": [[-0.0012, 0.7237, -0.2757], [-0.0936, -0.0794, -0.0085], [-0.0292, -0.0589, -0.0660], [0.1214, -0.0549, 0.0502], [-0.0307, 0.1491, 0.0427], [0.0593, 0.2606, -0.0821], [0.0442, -0.2918, 0.0992], [-0.0110, -0.2684, 0.1232], [-0.0646, -0.0140, 0.2483], [0.1029, 0.0974, -0.3725], [0.1206, -0.2907, 0.0673], [-0.0927, 0.0253, -0.0724], [-0.0506, -0.0155, 0.1056], [-0.0013, -0.0218, -0.0039], [-0.0269, 0.0467, 0.0084], [0.0436, -0.0239, -0.0597], [0.0399, 0.0110, 0.0043], [-0.0366, 0.0191, 0.0099], [0.0170, 0.0180, -0.0298], [-0.0005, 0.0292, -0.0161], [-0.0252, -0.0062, -0.0220], [-0.1009, -0.0359, 0.1266], [0.0122, 0.0084, -0.0268], [0.0364, -0.0118, -0.0244], [-0.0175, -0.0177, -0.0037], [-0.0132, 0.0029, 0.0010], [-0.0050, -0.0047, 0.0073], [-0.0040, -0.0027, -0.0035], [0.0148, -0.0249, -0.0030], [-0.0041, -0.0054, 0.0034], [0.0081, -0.0210, -0.0083], [0.0062, 0.0099, 0.0143], [-0.0029, 0.0075, 0.0050], [0.0145, 0.0030, -0.0020], [-0.0013, 0.0142, -0.0083], [-0.0081, -0.0063, 0.0194], [0.0121, 0.0148, 0.0187], [-0.0006, -0.0102, -0.0008], [-0.0035, 0.0016, 0.0285], [-0.0252, 0.0222, 0.0097], [0.0487, -0.0360, 0.0261], [-0.1302, -0.0142, -0.1191], [0.0296, 0.0454, 0.0395], [0.0179, 0.0015, 0.0791], [0.0381, -0.1791, 0.0641], [0.0209, -0.0281, -0.0540], [-0.0023, 0.0116, 0.0204], [-0.0368, 0.0311, 0.0180], [0.0087, 0.0125, 0.0321], [0.0478, -0.0009, -0.0405], [-0.0088, 0.0831, 0.0639], [-0.0150, -0.0136, 0.0019], [0.0558, -0.0074, 0.0204], [-0.0179, -0.0070, -0.0104], [-0.0247, -0.0057, -0.0102], [0.0162, 0.0234, -0.0053], [-0.0144, 0.0101, 0.0021], [-0.0171, 0.0077, -0.0182], [-0.0359, 0.0011, -0.0014], [-0.0031, -0.0059, 0.0142], [-0.0054, -0.0051, -0.0162], [0.0090, -0.0027, 0.0079], [0.0022, -0.0152, 0.0109], [-0.0100, -0.0130, 0.0023], [-0.0151, -0.0062, -0.0183], [0.0120, -0.0087, -0.0116], [0.0327, -0.0194, -0.0239], [0.0140, -0.0085, -0.0132], [0.0246, 0.0041, -0.0599], [0.0096, -0.0042, 0.0009], [-0.0001, -0.0080, 0.0024], [0.0103, -0.0086, -0.0010], [-0.0164, -0.0197, -0.0055], [0.0123, -0.0056, 0.0008], [-0.0060, 0.0290, 0.0003], [0.0146, -0.0019, 0.0025], [0.0179, 0.0013, -0.0038], [-0.0329, -0.0085, 0.0362], [-0.0063, 0.0021, 0.0117], [0.0051, 0.0057, -0.0002], [-0.0816, -0.0017, 0.0966], [0.0028, 0.0043, 0.0565], [-0.0299, -0.0216, 0.0218], [-0.0177, -0.0087, -0.0032], [-0.0214, -0.0010, -0.0171], [0.0096, -0.0111, 0.0019], [-0.0185, -0.0031, -0.0056], [0.0471, 0.0034, 0.0314], [-0.0354, -0.0004, -0.0334], [0.0624, -0.0086, -0.0200], [-0.0002, 0.0078, -0.0400], [0.0520, 0.0207, 0.0090], [-0.0110, -0.0013, 0.0003], [-0.0107, -0.0111, -0.0087], [0.0041, 0.0013, -0.0296], [-0.0038, -0.0040, -0.0084]],
  "mulliken_spin": [2.28, 0.00, 0.00, 0.00, 0.00, 0.04, 0.18, 0.02, -0.01, 0.01, 0.17, 0.00, 0.00, 0.00, 0.00, 0.00, 0.00, 0.00, 0.00, 0.00, 0.01, 0.05, 0.00, 0.00, 0.00, 0.00, 0.00, 0.00, 0.00, 0.00, 0.00, 0.00, 0.00, 0.00, 0.00, 0.00, 0.00, 0.00, 0.00, 0.00, 0.01, 0.04, 0.00, 0.01, -0.01, 0.00, 0.00, -0.01, 0.01, 0.02, 0.00, 0.00, 0.00, 0.00, 0.00, 0.00, 0.00, 0.00, 0.00, 0.00, 0.00, 0.00, 0.00, 0.00, 0.01, 0.00, 0.00, 0.00, 0.00, 0.00, 0.00, 0.00, 0.00, 0.00, 0.00, 0.00, 0.00, 0.00, 0.00, 0.00, 0.03, 0.03, 0.03, -0.01, 0.01, 0.00, 0.01, -0.01, 0.04, 0.00, -0.03, -0.04, 0.00, 0.02, 0.08, 0.00],
  "spin_multiplicity": 4,
  "lumo_energy_ev": [-3.9, -4.5],
  "total_charge": 1,
  "homo_lumo_gap_ev": [6.871, 6.270],
  "de_lowest_kcal_mol": 20.3,
  "homo_energy_ev": [-10.78, -10.78]
}